[1]
C4H6S | the ωB97M-V functional and the def2-TZVPD basis

Each line ends with the natural charge from an NBO analysis.
Cartesian coordinates (Å):
C: -1.20 0.30 -0.61  -0.24
C: -0.37 1.09 0.06  -0.15
C: -0.39 -0.90 -0.37  -0.15
C: 0.54 -0.04 0.51  -0.46
S: 2.20 -0.14 -0.03  0.00
H: -2.13 0.46 -1.16  0.22
H: -0.29 2.13 0.14  0.21
H: -1.47 -2.41 0.60  -0.01
H: 0.12 -1.22 -1.40  0.23
H: 0.32 -0.20 1.50  0.23
H: 2.68 0.93 0.78  0.14

Values from the calculation:
frontier orbital gap (alpha / beta)	8.6029 / 8.4381	eV
spin multiplicity	1
ΔE to the lowest compared entry with this formula, charge and spin	520.1	kJ/mol
max |F|	3.3	eV Å⁻¹
lowest unoccupied orbital energy (alpha / beta)	-0.42 / -0.38	eV
HOMO energy (alpha / beta)	-9.02 / -8.82	eV
energy	-553.97407	Ha


[2]
C4H6S | the ωB97M-V functional and the def2-TZVPD basis

Each line ends with the natural charge from an NBO analysis.
Cartesian coordinates (Å):
C: -1.07 0.73 0.13  -0.32
C: -0.44 1.03 1.43  -0.23
C: -1.98 0.01 -0.70  -0.43
C: 1.83 -0.60 0.27  -0.77
S: 1.06 0.40 1.64  0.45
H: -0.53 1.43 -0.62  0.23
H: -2.04 0.10 -1.76  0.20
H: -2.70 -0.68 -0.49  0.19
H: 1.13 -1.21 -0.17  0.23
H: 2.63 -1.26 0.70  0.24
H: 2.11 0.05 -0.44  0.22

Values from the calculation:
frontier orbital gap	8.3826	eV
spin multiplicity	1
ΔE to the lowest compared entry with this formula, charge and spin	374.1	kJ/mol
max |F|	4.7	eV Å⁻¹
lowest unoccupied orbital energy	-0.06	eV
HOMO energy	-8.44	eV
energy	-554.02969	Ha


[3]
C4H6S | the ωB97M-V functional and the def2-TZVPD basis

Each line ends with the natural charge from an NBO analysis.
Cartesian coordinates (Å):
C: -0.53 1.60 -0.18  -0.39
C: -1.01 0.37 -0.04  -0.16
C: -0.19 -0.86 -0.30  -0.53
C: 1.08 -0.96 0.62  -0.27
S: 2.38 -1.75 0.13  0.07
H: 0.49 1.64 -0.15  0.18
H: -1.12 2.46 -0.43  0.21
H: -1.95 0.16 0.45  0.20
H: -0.65 -1.78 -0.35  0.24
H: 0.34 -0.65 -1.28  0.25
H: 1.15 -0.23 1.53  0.21

Values from the calculation:
SMILES string	C=CCC=S
frontier orbital gap	8.4672	eV
spin multiplicity	1
ΔE to the lowest compared entry with this formula, charge and spin	184.1	kJ/mol
max |F|	4.7	eV Å⁻¹
lowest unoccupied orbital energy	-0.22	eV
HOMO energy	-8.69	eV
energy	-554.10203	Ha